No. 1
DFT (ωB97M-V with the def2-TZVPD basis set) results for a 2-piece molecular cluster, C5H10O2 overall.

CARTESIAN COORDINATES (ANGSTROEM)
C 0.27 2.26 -0.70
O 0.35 0.96 -0.15
C -0.18 -0.01 -1.04
C 0.12 -1.41 -0.58
C 1.13 -1.76 0.21
C -1.43 -0.92 1.61
O -0.63 -0.09 2.24
H 0.85 2.32 -1.63
H 0.70 2.95 0.03
H -0.77 2.55 -0.91
H -1.27 0.12 -1.13
H 0.26 0.14 -2.04
H -0.57 -2.16 -0.96
H 1.28 -2.79 0.51
H 1.80 -1.02 0.63
H -1.45 -1.81 2.29
H -0.46 0.65 1.63

Lowest unoccupied orbital energy: 0.93 eV
Molecular weight: 102.1 g mol⁻¹
Multiplicity: 1
HOMO energy: -0.3000 Eh
Frontier orbital gap: 9.094 eV

---

No. 2
DFT (ωB97M-V with the def2-TZVPD basis set) results for one molecule with the formula C5H10O2.

CARTESIAN COORDINATES (ANGSTROEM)
C 2.32 -0.21 0.72
O 0.94 -0.47 0.53
C 0.55 -0.33 -0.83
C -0.90 0.08 -0.93
C -1.97 -0.54 -0.07
C -1.60 0.89 0.13
O -0.95 1.33 1.28
H 2.95 -0.89 0.14
H 2.52 -0.34 1.79
H 2.56 0.83 0.44
H 1.17 0.44 -1.31
H 0.71 -1.28 -1.35
H -1.17 0.31 -1.96
H -2.93 -0.78 -0.52
H -1.64 -1.25 0.69
H -2.31 1.64 -0.20
H -0.19 0.74 1.41

Lowest unoccupied orbital energy: 0.96 eV
Molecular weight: 102.1 g mol⁻¹
Multiplicity: 1
HOMO energy: -0.3337 Eh
SMILES: COC[C@H]1C[C@H]1O
Frontier orbital gap: 10.038 eV

---

| no. | electronic energy (eV) |
| --- | --- |
| 1 | -9437.81251 |
| 2 | -9440.45119 |